1.
Formula: C18H15AsN3S5W
Source: OMol25
Level of theory: ωB97M-V with the def2-TZVPD basis set

The geometry in XYZ format:
```
43
Properties=species:S:1:pos:R:3:nbo_charge:R:1
W 2.497 -0.635 0.116 0.60
S 4.563 -0.007 1.421 -0.34
As 4.034 -2.058 1.726 0.93
S 3.273 -1.955 -1.280 -0.01
S 1.917 -1.916 2.120 -0.34
S 5.184 -3.720 1.560 -0.40
N 2.658 6.624 -1.896 -0.20
C 2.646 5.514 -1.603 0.23
C 2.620 4.120 -1.238 -0.08
C 2.834 3.134 -2.191 -0.19
C 2.785 1.812 -1.810 0.07
N 2.553 1.435 -0.540 -0.51
C 2.362 2.394 0.382 0.05
C 2.377 3.734 0.074 -0.18
H 3.034 3.397 -3.220 0.26
H 2.941 1.014 -2.520 0.23
H 2.211 2.060 1.401 0.23
H 2.217 4.473 0.846 0.26
N 0.537 -0.640 -0.506 -1.12
S -0.476 -1.854 -0.006 1.11
C -1.144 -1.252 1.537 -0.16
C -1.656 -2.208 2.398 -0.23
C -2.201 -1.797 3.606 -0.18
C -2.212 -0.450 3.937 -0.17
C -1.680 0.497 3.066 -0.19
C -1.140 0.098 1.855 -0.25
C -1.853 -1.707 -1.120 -0.18
C -2.544 -0.507 -1.263 -0.23
C -3.594 -0.448 -2.166 -0.18
C -3.943 -1.577 -2.900 -0.16
C -3.247 -2.767 -2.743 -0.19
C -2.189 -2.839 -1.849 -0.21
H 0.229 -0.316 -1.414 0.39
H -1.617 -3.259 2.135 0.24
H -2.603 -2.530 4.292 0.24
H -2.629 -0.133 4.884 0.23
H -1.687 1.545 3.333 0.23
H -0.710 0.815 1.170 0.23
H -2.278 0.357 -0.670 0.23
H -4.145 0.474 -2.289 0.23
H -4.768 -1.525 -3.598 0.24
H -3.525 -3.641 -3.317 0.24
H -1.632 -3.758 -1.719 0.24
```

Values from the calculation:
Total charge: +1
2S+1: 1
HOMO-LUMO gap (alpha / beta), eV: 6.7 / 6.7
Strongest force on any atom, Eh/bohr: 0.0227
DFT total energy, eV: -140215.1029
LUMO energy (alpha / beta), Ha: -0.149 / -0.149
HOMO energy (alpha / beta), eV: -10.764 / -10.765



2.
Formula: C13H15N8O5Pt
Source: OMol25
Level of theory: ωB97M-V with the def2-TZVPD basis set

The geometry in XYZ format:
```
42
Properties=species:S:1:pos:R:3:nbo_charge:R:1
Pt 0.028 0.678 0.823 0.88
O 4.336 -2.512 2.988 -0.66
C 4.824 -1.455 2.360 0.78
O 5.998 -1.222 2.277 -0.56
C 3.841 -0.513 1.738 -0.23
C 4.215 0.609 1.022 0.06
N 3.100 1.216 0.592 -0.29
N 2.019 0.544 0.995 -0.28
C 2.446 -0.517 1.672 0.07
C 1.377 -1.474 2.088 0.77
O 1.634 -2.476 2.719 -0.59
O 0.188 -1.141 1.664 -0.71
H 3.351 -2.562 2.961 0.51
H 5.201 0.967 0.779 0.27
H 2.989 1.989 -0.052 0.46
C -1.418 6.001 0.562 -0.42
N -0.702 4.786 0.219 -0.37
C 0.273 4.695 -0.851 -0.32
C 0.716 3.245 -0.750 0.68
O 1.627 2.732 -1.351 -0.58
N -0.083 2.625 0.198 -0.65
C -0.848 3.585 0.772 0.67
N -1.669 3.327 1.782 -0.76
H -0.775 6.854 0.355 0.24
H -1.650 6.023 1.626 0.21
H -2.338 6.101 -0.014 0.22
H 1.121 5.361 -0.681 0.25
H -0.153 4.910 -1.832 0.25
H -1.608 2.422 2.223 0.44
H -2.186 4.056 2.241 0.42
N -4.781 1.179 -1.544 -0.78
C -4.041 0.604 -0.560 0.37
C -2.685 0.916 -0.389 -0.05
N -1.981 0.359 0.593 -0.41
C -2.589 -0.515 1.412 -0.05
C -3.933 -0.788 1.228 0.05
N -4.659 -0.239 0.266 -0.40
H -4.328 1.588 -2.341 0.40
H -5.702 0.798 -1.690 0.42
H -2.168 1.586 -1.060 0.21
H -1.992 -0.982 2.179 0.26
H -4.435 -1.485 1.886 0.23
```

Values from the calculation:
Relative energy (zero: lowest compared OMol25 entry of this formula, charge and spin), eV: 0.0000
Total charge: +1
2S+1: 1
HOMO-LUMO gap, eV: 8.9
Strongest force on any atom, Eh/bohr: 0.0038
DFT total energy, eV: -39126.7530
LUMO energy, Ha: -0.127
HOMO energy, eV: -12.318



3.
Formula: C23H38IN2O7P2PtS
Source: OMol25
Level of theory: ωB97M-V with the def2-TZVPD basis set

The geometry in XYZ format:
```
75
Properties=species:S:1:pos:R:3:mulliken_spin:R:1
Pt 0.351 -1.925 1.611 0.76
C 1.923 -2.097 -2.035 0.01
C 2.817 -0.893 -1.892 0.00
C 3.593 -0.568 -3.143 0.00
O 1.963 0.268 -1.578 0.00
P 1.953 0.801 -0.094 0.02
O 1.999 -0.243 0.944 0.04
C 0.518 1.878 -0.074 0.00
P -1.143 1.187 0.112 0.01
O -1.254 -0.032 0.914 0.01
O -1.981 2.380 0.731 0.00
C -2.034 3.693 0.109 0.00
C -1.509 4.690 1.115 0.00
C -3.460 3.958 -0.307 0.00
O -1.602 1.070 -1.390 0.00
C -2.610 0.084 -1.812 0.00
C -3.831 0.115 -0.918 0.00
C -1.962 -1.276 -1.896 0.01
O 3.201 1.758 0.067 0.00
C 3.556 3.024 -0.564 0.00
C 2.892 4.177 0.163 0.00
C 3.318 3.047 -2.061 0.00
H 2.538 -2.991 -2.168 0.00
H 1.284 -1.986 -2.914 0.00
H 1.295 -2.226 -1.152 -0.01
H 3.504 -1.041 -1.057 0.00
H 2.909 -0.300 -3.951 0.00
H 4.164 -1.447 -3.449 0.00
H 4.295 0.251 -2.990 0.00
H 0.532 2.471 -0.989 0.00
H 0.666 2.539 0.783 0.00
H -1.399 3.692 -0.782 0.00
H -2.138 4.682 2.007 0.00
H -1.515 5.696 0.691 0.00
H -0.488 4.452 1.420 0.00
H -4.123 3.830 0.551 0.00
H -3.774 3.275 -1.095 0.00
H -3.561 4.980 -0.678 0.00
H -2.876 0.432 -2.808 0.00
H -3.601 -0.268 0.079 0.00
H -4.599 -0.521 -1.362 0.00
H -4.238 1.121 -0.824 0.00
H -1.665 -1.633 -0.906 0.00
H -1.080 -1.239 -2.534 0.00
H -2.672 -1.984 -2.330 0.00
H 4.627 3.077 -0.388 0.00
H 1.854 4.309 -0.147 0.00
H 3.421 5.105 -0.064 0.00
H 2.924 4.021 1.241 0.00
H 2.260 2.979 -2.315 0.00
H 3.835 2.235 -2.566 0.00
H 3.692 3.993 -2.459 0.00
O -1.562 -3.048 2.037 0.08
N -2.399 -2.352 2.807 0.00
C -3.709 -2.620 2.626 0.00
C -4.691 -2.003 3.343 0.00
C -4.299 -1.058 4.299 0.01
C -2.980 -0.791 4.470 0.00
C -1.949 -1.429 3.715 0.01
S -0.298 -1.086 3.912 0.01
H -3.887 -3.367 1.867 0.00
H -5.726 -2.257 3.162 0.00
H -5.042 -0.538 4.893 0.00
H -2.645 -0.061 5.195 0.00
I 5.453 -3.976 -0.593 0.00
C 3.514 -4.398 0.009 0.00
C 2.919 -5.606 -0.278 -0.01
C 1.616 -5.802 0.117 0.01
C 0.938 -4.766 0.758 -0.01
N 1.514 -3.600 1.016 0.05
C 2.784 -3.416 0.674 -0.01
H 3.464 -6.382 -0.802 0.00
H 1.108 -6.737 -0.076 0.00
H -0.094 -4.854 1.079 0.00
H 3.206 -2.449 0.924 0.00
```

Values from the calculation:
Relative energy (zero: lowest compared OMol25 entry of this formula, charge and spin), eV: 0.0000
2S+1: 2
HOMO-LUMO gap (alpha / beta), eV: 6.3 / 6.1
Strongest force on any atom, Eh/bohr: 0.0194
DFT total energy, eV: -82543.4947
LUMO energy (alpha / beta), Ha: 0.014 / 0.014
HOMO energy (alpha / beta), eV: -5.909 / -5.757



4.
Formula: C3H4BrNO2
Source: OMol25
Level of theory: ωB97M-V with the def2-TZVPD basis set

The geometry in XYZ format:
```
11
Properties=species:S:1:pos:R:3:nbo_charge:R:1
C 0.722 1.261 -0.110 -0.32
C -0.339 0.626 0.336 0.02
C -0.783 -0.905 -0.049 -0.44
Br -2.158 -0.911 -1.481 0.02
N -1.095 1.184 1.451 0.51
O -0.650 2.215 1.882 -0.38
O -2.100 0.625 1.776 -0.35
H 0.947 2.294 0.525 0.27
H 1.214 0.888 -0.947 0.22
H -1.010 -1.285 0.844 0.21
H 0.141 -1.550 -0.377 0.23
```

Values from the calculation:
Relative energy (zero: lowest compared OMol25 entry of this formula, charge and spin), eV: 4.0157
2S+1: 1
HOMO-LUMO gap, eV: 9.9
Strongest force on any atom, Eh/bohr: 0.1144
DFT total energy, eV: -78798.7069
LUMO energy, Ha: -0.022
SMILES string: C=C(CBr)[N+](=O)[O-]
HOMO energy, eV: -10.522